A single C18H22ClN3O2 molecule, computed with ωB97M-V/def2-TZVPD.

Geometry (Å):
C  4.47480  2.32179  1.81500
O  4.51072  1.93182  0.46340
C  4.00661  2.90199  -0.43419
C  2.48149  2.88924  -0.58707
C  1.95019  1.63330  -1.30661
N  1.18788  0.73813  -0.45859
C  -0.18352  0.79792  -0.56625
O  -0.72826  1.70086  -1.17094
N  -0.83745  -0.25104  0.02961
C  -2.20371  -0.42774  0.16564
C  -2.65237  -1.66702  0.63046
C  -3.99971  -1.89986  0.81602
C  -4.93184  -0.91075  0.54876
C  -4.47868  0.31551  0.09175
Cl  -5.62596  1.56575  -0.24490
C  -3.13474  0.57414  -0.10264
C  1.95396  -0.03775  0.51171
C  1.40740  0.05550  1.94212
C  2.12459  -1.47739  0.07001
C  3.35166  -1.93790  -0.39619
C  3.46030  -3.25638  -0.80664
C  2.34314  -4.07466  -0.74090
C  1.16403  -3.52769  -0.26321
N  1.06093  -2.27162  0.13327
H  5.07031  3.22803  1.97657
H  3.45361  2.50487  2.16486
H  4.90652  1.50086  2.38480
H  4.47105  2.67382  -1.39833
H  4.33759  3.90105  -0.11897
H  2.20010  3.77728  -1.15206
H  2.00840  2.96635  0.39245
H  1.27780  1.93480  -2.11095
H  2.78387  1.07114  -1.73914
H  -0.27220  -1.08359  0.22063
H  -1.93096  -2.44248  0.84337
H  -4.33344  -2.86257  1.17378
H  -5.98598  -1.08545  0.69073
H  -2.80316  1.53068  -0.46954
H  2.94912  0.41632  0.50980
H  1.11497  1.07996  2.15896
H  2.18742  -0.24048  2.64026
H  0.54728  -0.58695  2.09951
H  4.20119  -1.27306  -0.43193
H  4.40140  -3.63989  -1.17292
H  2.38468  -5.10628  -1.05213
H  0.25779  -4.11507  -0.19196

E_tot	-1474.067788	hartree
maximum force	0.5	eV Å⁻¹
energy relative to the best compared isomer or geometry (same formula, charge and spin)	26.67	kJ/mol
molar mass	347.85	u

=====

A gas-phase ion, C42H36FN2O (charge +1), computed with ωB97M-V/def2-TZVPD.

Geometry (Å):
C  4.46574  -0.20410  -2.72498
O  3.69141  0.87977  -2.15850
C  2.35976  0.93481  -2.43708
C  1.70281  2.14880  -2.13053
C  0.32383  2.16138  -2.00862
C  -0.43594  1.00307  -2.20989
C  -1.92084  0.92967  -1.84401
N  -2.07219  1.06205  -0.42976
C  -2.99205  0.33311  0.30473
C  -2.55885  -0.35810  1.40505
C  -1.20240  -0.07081  1.72293
N  -0.24919  -1.04982  1.73518
C  -0.69724  -2.46599  1.81936
C  0.34692  -3.28132  1.07198
C  1.03521  -2.29175  0.13766
C  0.92806  -0.89742  0.81589
C  2.26476  -0.51333  1.50946
F  3.20783  -0.49065  0.43175
C  2.67564  -1.61773  2.49392
C  3.79982  -2.40971  2.26972
C  4.12368  -3.42630  3.17208
C  3.31727  -3.65675  4.29052
C  2.18753  -2.86414  4.51463
C  1.87224  -1.83862  3.61653
C  2.29280  0.89362  2.10068
C  2.61008  1.15838  3.43349
C  2.56020  2.47613  3.90644
C  2.26253  3.53018  3.04242
C  2.04944  3.27052  1.68132
C  2.08709  1.95522  1.21620
C  -0.79745  1.28096  1.51778
C  -1.23579  1.83089  0.35160
C  -2.69864  -0.35546  -2.16677
C  -2.35316  -1.66965  -1.88244
C  -3.37646  -2.62886  -1.87407
C  -4.70425  -2.26542  -2.15959
C  -5.03544  -0.95289  -2.52065
C  -4.02341  0.00797  -2.50892
C  -4.09749  1.46826  -2.65282
C  -5.18972  2.29781  -2.91131
C  -4.95929  3.67251  -3.04234
C  -3.65233  4.18111  -2.99461
C  -2.56598  3.34083  -2.69701
C  -2.81875  2.01037  -2.43991
C  0.20602  -0.10014  -2.78566
C  1.59584  -0.15986  -2.88705
H  5.50106  0.09773  -2.55973
H  4.25258  -1.14393  -2.19194
H  4.26567  -0.31895  -3.80295
H  2.31496  3.02270  -1.89868
H  -0.12036  3.12288  -1.75659
H  -3.98705  0.18509  -0.11152
H  -3.13819  -1.15987  1.84721
H  -1.68255  -2.60319  1.34754
H  -0.79462  -2.73518  2.88090
H  -0.12664  -4.09776  0.51465
H  1.05606  -3.72140  1.78399
H  0.47123  -2.22403  -0.80571
H  2.07233  -2.55130  -0.10038
H  0.70380  -0.10074  0.07104
H  4.42497  -2.22513  1.39487
H  5.01429  -4.03032  2.98990
H  3.55903  -4.46467  4.98411
H  1.54513  -3.02680  5.38300
H  1.01450  -1.18444  3.79215
H  2.89481  0.34510  4.10056
H  2.75876  2.66280  4.96293
H  2.21566  4.55488  3.41527
H  1.85289  4.07897  0.97423
H  1.92777  1.72722  0.16003
H  -0.12459  1.78424  2.19475
H  -0.94019  2.81372  -0.00199
H  -1.32152  -1.94826  -1.66411
H  -3.12733  -3.66123  -1.63298
H  -5.48755  -3.02175  -2.09098
H  -6.05149  -0.64972  -2.77459
H  -6.18730  1.86910  -2.97549
H  -5.79402  4.36013  -3.18384
H  -3.45830  5.24178  -3.16614
H  -1.55039  3.72652  -2.70840
H  -0.37164  -0.92461  -3.19882
H  2.08862  -1.05818  -3.26709

E_tot	-1906.404895	hartree
maximum force	3.5	eV Å⁻¹
total charge	+1
molar mass	603.76	u

=====

2 unconnected molecules or ions with the total composition C4H6N2, computed with ωB97M-V/def2-TZVPD.

Geometry (Å):
C  -0.61838  -0.90390  -1.14628
C  0.05696  -0.14476  -0.09478
C  0.04035  0.83617  0.74153
C  -0.70844  1.98474  0.98498
N  -1.38104  2.92582  1.06955
N  1.37961  0.41061  0.15524
H  -0.57955  -0.23113  -2.01155
H  -0.11908  -1.83725  -1.41189
H  -1.66651  -1.08556  -0.90008
H  1.62321  1.00020  -0.65532
H  0.98855  -1.79006  1.43627
H  0.98431  -1.16488  1.83234

E_tot	-265.346452	hartree
maximum force	1.1	eV Å⁻¹
energy relative to the best compared isomer or geometry (same formula, charge and spin)	496.53	kJ/mol
molar mass	82.11	u

=====

2 unconnected molecules or ions with the total composition C3H8O2, computed with ωB97M-V/def2-TZVPD.

Geometry (Å):
O  3.53340  -0.06021  -3.00639
C  2.48084  -0.34945  -2.52779
O  1.33313  0.40320  -2.69150
H  2.33064  -1.23983  -1.90126
H  1.64613  1.24350  -2.30709
C  -1.86412  -0.62343  1.63289
C  -0.98091  0.62771  1.53341
H  -2.20169  -0.84593  2.64261
H  -1.28593  -1.43475  1.19512
H  -2.77344  -0.49417  1.04338
H  -0.03522  0.48055  2.05385
H  -0.73447  0.73887  0.47358
H  -1.44837  1.55394  1.85920

E_tot	-269.562669	hartree
maximum force	1.5	eV Å⁻¹
energy relative to the best compared isomer or geometry (same formula, charge and spin)	84.59	kJ/mol
molar mass	76.09	u

=====

2 unconnected molecules or ions with the total composition C13H11F2O, computed with ωB97M-V/def2-TZVPD.

Geometry (Å):
F  2.93019  -0.44624  -5.07590
C  2.58895  -0.87141  -3.81908
C  3.46407  -0.60117  -2.76456
C  3.07484  -0.97910  -1.49305
C  1.83000  -1.64304  -1.22763
C  1.53802  -1.91847  0.13289
C  0.46776  -2.65636  0.70399
C  0.58957  -2.99477  2.09255
C  -0.40249  -3.65776  2.79097
C  -1.55240  -4.02960  2.09058
F  -2.56964  -4.63414  2.78151
C  -1.72670  -3.77396  0.73262
C  -0.73001  -3.08305  0.05211
C  1.03671  -1.97424  -2.37064
C  1.38259  -1.54582  -3.64714
H  4.41698  -0.10393  -2.94248
H  3.72298  -0.77552  -0.63767
H  2.30077  -1.60654  0.83043
H  1.50302  -2.68288  2.60301
H  -0.29778  -3.87922  3.85256
H  -2.63188  -4.09636  0.22217
H  -0.90273  -2.85030  -0.98842
H  0.14922  -2.58189  -2.26956
H  0.73666  -1.74886  -4.49929
O  1.96140  0.07728  1.58188
H  1.67339  0.88829  1.13550
H  2.37432  0.36169  2.41252

E_tot	-776.668266	hartree
maximum force	2.0	eV Å⁻¹
total charge	+1
molar mass	221.23	u

=====

A single C3H4O2S molecule, computed with ωB97M-V/def2-TZVPD.

Geometry (Å):
O  0.83222  1.70700  0.36218
C  1.00247  0.51896  0.19265
S  2.60747  -0.13569  0.27817
C  -0.16480  -0.32635  -0.01006
C  -1.51224  0.24401  -0.19723
O  -1.09069  -0.38781  1.06795
H  2.25661  -1.27652  -0.27892
H  0.05006  -1.32880  -0.55502
H  -2.28983  -0.31842  -0.68999
H  -1.69127  1.30362  -0.16973

E_tot	-665.316345	hartree
maximum force	3.8	eV Å⁻¹
energy relative to the best compared isomer or geometry (same formula, charge and spin)	181.91	kJ/mol
molar mass	104.13	u

=====

3 unconnected molecules or ions with the total composition C21H44BF3N2O3, computed with ωB97M-V/def2-TZVPD.

Geometry (Å):
C  -2.36093  -4.13840  -0.06383
C  -2.30681  -4.89934  -1.41249
B  -0.90757  -4.96552  -2.13798
O  -0.29436  -6.20542  -2.27601
C  -0.14614  -3.72087  -2.81437
C  -0.72796  -3.60295  -4.24722
N  -1.99134  -2.88878  -4.39006
C  -0.14901  -2.35280  -2.09880
C  1.10876  -2.35512  -1.20616
C  0.89810  -2.35349  0.29683
O  2.09267  -1.82426  0.90036
C  1.99611  -1.51492  2.19117
F  3.18086  -1.12002  2.62742
F  1.11539  -0.51239  2.40377
F  1.58279  -2.54618  2.94953
C  1.90038  -3.55842  -1.70948
O  2.85632  -4.05418  -1.17603
N  1.31290  -3.97135  -2.88030
H  -2.32940  -4.84213  0.76938
H  -3.27435  -3.55040  0.04089
H  -1.52481  -3.45170  0.07249
H  -2.63960  -5.92866  -1.25093
H  -3.04407  -4.46291  -2.09972
H  -0.39092  -6.64353  -3.12723
H  -0.85079  -4.59930  -4.69457
H  0.02951  -3.09069  -4.85066
H  -1.85080  -1.88954  -4.30105
H  -2.65955  -3.15939  -3.67838
H  -0.00183  -1.58038  -2.86234
H  -1.07814  -2.12644  -1.57711
H  1.70212  -1.47384  -1.45932
H  0.71586  -3.35902  0.68634
H  0.05338  -1.70923  0.56114
H  1.61859  -4.88704  -3.18723
C  -3.37097  3.50064  5.61007
C  -2.20398  2.53411  5.78188
C  -0.89238  3.22069  6.16050
C  -0.38147  4.23690  5.13675
C  -0.17975  3.67857  3.72870
C  0.83419  2.54150  3.66225
H  -3.19043  4.21066  4.80137
H  -4.29410  2.96793  5.37799
H  -3.53758  4.07496  6.52428
H  -2.06918  1.95831  4.86169
H  -2.45123  1.80519  6.55803
H  -0.12871  2.45709  6.32990
H  -1.02452  3.73149  7.11977
H  0.57014  4.64124  5.49639
H  -1.06881  5.08589  5.08843
H  0.14655  4.49262  3.07577
H  -1.13718  3.33611  3.32479
H  1.80529  2.86410  4.04509
H  0.97730  2.19940  2.63663
H  0.51565  1.67965  4.25014
C  0.88531  4.01188  -4.41390
C  1.40070  2.58671  -4.24587
C  0.57589  1.75246  -3.26713
C  0.53106  2.29759  -1.83776
C  1.89812  2.48781  -1.17973
C  2.69372  1.19175  -1.08662
H  0.92641  4.56863  -3.47651
H  1.47787  4.56081  -5.14651
H  -0.15241  4.01266  -4.75536
H  2.44495  2.61198  -3.92204
H  1.39975  2.08576  -5.21745
H  0.96895  0.73065  -3.25732
H  -0.45053  1.67772  -3.64274
H  -0.05884  1.60683  -1.22436
H  -0.01113  3.24661  -1.82264
H  1.74421  2.89204  -0.17588
H  2.47822  3.23970  -1.72208
H  2.12971  0.43865  -0.53561
H  3.64013  1.33266  -0.56372
H  2.92373  0.78864  -2.07531

E_tot	-1486.315905	hartree
maximum force	0.5	eV Å⁻¹
molar mass	440.40	u

=====

A gas-phase ion, C17H13N4O7S (charge -1), computed with ωB97M-V/def2-TZVPD.

Geometry (Å):
N  -3.31009  -0.54364  1.67700
C  -2.23972  -0.06078  1.68978
C  -0.96573  0.60095  1.75164
C  0.25671  -0.16837  1.47388
C  1.47170  0.36503  2.08657
N  2.71636  -0.22101  2.30720
O  3.11743  -1.37337  2.37129
O  3.57613  0.87709  2.59226
N  2.88750  2.05682  2.74811
C  1.58871  1.72015  2.44307
C  0.41438  2.57119  2.36949
N  0.47781  3.98997  2.42417
O  1.58525  4.57717  2.45444
O  -0.60756  4.61185  2.39367
C  -0.83143  1.95772  2.08057
H  0.20820  -1.29805  1.44955
H  -1.74227  2.56832  2.05457
C  2.01684  -4.86834  -0.28160
C  2.10584  -3.44188  0.19196
O  1.22945  -2.61310  -0.63078
C  1.55514  -1.28931  -0.62909
C  0.29372  -0.42854  -0.40370
S  0.42800  1.07103  -1.35120
C  -1.25863  1.09924  -2.05129
C  -2.38629  1.25846  -1.23497
C  -3.68440  1.19740  -1.76752
C  -3.84134  1.01217  -3.13019
C  -2.73740  0.95899  -3.96601
C  -1.44431  1.03035  -3.42915
O  1.29790  0.95878  -2.53725
O  2.69726  -0.88577  -0.64621
H  2.34699  -5.50617  0.53169
H  0.98106  -5.08578  -0.54682
H  2.66719  -5.01116  -1.14794
H  1.73243  -3.33955  1.21900
H  3.11118  -3.03747  0.13215
H  -0.63193  -0.93279  -0.72049
H  -2.26473  1.47422  -0.18809
H  -4.53258  1.29903  -1.10320
H  -4.84776  0.92907  -3.55473
H  -2.85150  0.87461  -5.04454
H  -0.58552  1.04547  -4.07725

E_tot	-1799.267148	hartree
maximum force	4.2	eV Å⁻¹
total charge	-1
molar mass	417.38	u